Computed, not measured: C28H30N4O4PSZn as an isolated structure, with ωB97M-V with the def2-TZVPD basis set.

Each line ends with the natural charge from an NBO analysis.
Geometry (Å):
Zn -0.545 1.469 0.941  1.662
N -4.496 2.052 2.069  -0.806
C -3.153 1.792 2.252  0.269
S -1.963 3.022 2.301  -0.449
N -2.866 0.480 2.399  -0.485
N -1.551 0.220 2.368  -0.373
C -1.082 -0.884 2.889  0.053
C 0.314 -1.201 2.868  -0.219
C 0.764 -2.536 3.006  -0.159
C 2.103 -2.898 2.898  -0.305
C 3.076 -1.929 2.571  -0.222
C 2.658 -0.624 2.393  -0.269
C 1.292 -0.210 2.550  0.386
O 0.945 1.027 2.367  -0.882
H -4.855 2.968 2.316  0.386
H -5.064 1.277 2.491  0.381
H -1.764 -1.590 3.395  0.165
H 0.047 -3.312 3.226  0.197
H 2.390 -3.930 3.070  0.197
H 4.117 -2.213 2.487  0.198
H 3.392 0.152 2.166  0.187
O -2.751 2.796 -2.383  -0.700
C -2.208 1.969 -1.662  0.817
O -1.488 2.174 -0.646  -0.890
C -2.479 0.476 -2.105  -0.847
P -1.879 -0.701 -0.837  0.802
C -0.644 -1.715 -1.673  -0.325
C -0.949 -2.242 -2.937  -0.192
C 0.003 -2.954 -3.643  -0.228
C 1.238 -3.257 -3.064  -0.223
C 1.506 -2.813 -1.750  -0.206
C 0.575 -2.022 -1.053  -0.183
C -3.304 -1.755 -0.484  -0.345
C -4.142 -2.158 -1.538  -0.195
C -5.273 -2.925 -1.258  -0.228
C -5.565 -3.338 0.038  -0.221
C -4.667 -3.013 1.080  -0.227
C -3.558 -2.212 0.835  -0.114
H -1.946 0.292 -3.044  0.236
H -3.555 0.376 -2.299  0.243
H -1.910 -2.036 -3.374  0.204
H -0.232 -3.298 -4.639  0.201
H 1.998 -3.827 -3.593  0.204
H 2.422 -3.064 -1.240  0.209
H 0.816 -1.628 -0.069  0.245
H -3.913 -1.840 -2.544  0.205
H -5.944 -3.180 -2.064  0.200
H -6.483 -3.885 0.243  0.204
H -4.853 -3.381 2.087  0.203
H -2.913 -1.879 1.637  0.224
O 1.153 1.230 -0.443  -0.724
C 2.281 1.847 -0.374  0.703
C 3.195 1.809 -1.559  -0.503
C 3.594 3.164 -2.121  -0.394
C 4.627 3.960 -1.321  -0.397
C 4.162 4.373 0.080  -0.410
C 3.886 3.191 0.987  -0.221
N 2.641 2.489 0.734  -0.618
H 2.680 1.246 -2.340  0.253
H 4.122 1.221 -1.311  0.216
H 2.671 3.782 -2.288  0.216
H 4.033 2.954 -3.113  0.209
H 4.870 4.880 -1.900  0.207
H 5.561 3.363 -1.253  0.190
H 3.258 5.010 0.031  0.214
H 4.933 4.970 0.591  0.205
H 3.846 3.590 2.014  0.215
H 4.751 2.517 0.966  0.182
H 2.077 2.313 1.577  0.467

Computed properties:
Charge: -1
Electronic energy (a.u.): -4123.98635
Highest occupied orbital energy (eV): -4.1755


Computed, not measured: C12H15AuN3O6S as an isolated structure, with ωB97M-V with the def2-TZVPD basis set.

Each line ends with the natural charge from an NBO analysis.
Geometry (Å):
Au -2.066 -0.622 -1.849  0.661
O -3.007 -2.480 -2.074  -0.766
C -2.648 -3.396 -1.259  0.657
O -1.819 -3.345 -0.347  -0.726
H -3.183 -4.345 -1.422  0.062
C -1.698 1.448 5.010  -0.625
C -1.307 1.480 3.553  -0.022
C -0.155 0.848 3.102  -0.230
C 0.201 0.880 1.756  -0.135
C -0.603 1.550 0.849  -0.354
C -1.765 2.181 1.283  -0.161
C -2.109 2.140 2.622  -0.221
S -0.106 1.724 -0.853  2.440
O 0.997 0.798 -1.048  -1.035
O 0.181 3.123 -1.052  -0.969
O -1.331 1.332 -1.603  -1.034
H -0.910 1.003 5.618  0.209
H -2.608 0.861 5.160  0.217
H -1.892 2.454 5.388  0.212
H 0.476 0.323 3.811  0.200
H 1.100 0.394 1.399  0.215
H -2.390 2.696 0.562  0.233
H -3.018 2.631 2.959  0.203
C 3.355 -0.586 -1.114  -0.415
N 2.450 -1.031 -2.152  -0.430
C 2.356 -0.322 -3.416  -0.330
C 0.970 -0.752 -3.906  0.663
O 0.525 -0.472 -4.997  -0.611
N 0.342 -1.455 -2.900  -0.659
C 1.198 -1.523 -1.901  0.685
N 0.895 -2.110 -0.731  -0.814
H 4.348 -0.459 -1.542  0.197
H 3.431 -1.343 -0.334  0.192
H 3.034 0.364 -0.672  0.224
H 3.136 -0.610 -4.118  0.206
H 2.358 0.762 -3.269  0.226
H -0.086 -2.384 -0.608  0.452
H 1.346 -1.756 0.095  0.383

Computed properties:
Charge: -1
Electronic energy (a.u.): -1616.01496
Highest occupied orbital energy (eV): -5.2292


Computed, not measured: a 7-piece molecular cluster, C42H77N8O5 overall, with ωB97M-V with the def2-TZVPD basis set.

Each line ends with the Mulliken charge.
Geometry (Å):
C 7.531 -0.767 2.518  -1.024
C 6.020 -0.478 1.953  0.270
C 5.999 0.428 0.548  -0.567
O 4.730 0.096 -0.117  -0.177
C 3.927 1.314 -0.404  -0.678
C 3.361 2.030 0.996  -0.350
C 2.003 1.185 1.382  -0.562
N 0.930 1.586 0.412  0.439
C -0.361 0.803 0.731  -0.082
C -1.670 1.688 0.184  -0.422
C -2.929 0.681 -0.183  -0.312
O -4.192 1.159 0.403  -0.367
C -4.506 0.414 1.645  0.466
C -3.404 0.148 2.864  0.204
O -5.748 -0.062 1.879  -0.520
C 1.232 1.495 -1.044  -0.718
C 2.736 1.100 -1.504  1.349
N 3.083 2.055 -2.669  -0.761
C 2.731 -0.404 -2.218  -1.611
C 2.251 -1.617 -1.232  0.503
C 0.726 -2.165 -1.476  -0.718
C 0.275 -2.914 -0.057  0.094
O -1.170 -3.180 0.035  -0.318
C -1.595 -3.040 1.454  0.178
O -2.907 -3.206 1.762  -0.437
H 7.468 -1.115 3.658  0.306
H 7.987 -1.644 1.877  0.282
H 8.178 0.199 2.383  0.307
H 5.331 0.036 2.777  0.197
H 5.467 -1.504 1.695  -0.273
H 6.948 0.097 -0.096  0.279
H 6.106 1.542 0.889  0.311
H 4.713 2.103 -0.834  0.322
H 4.166 2.083 1.843  0.413
H 3.003 3.109 0.661  0.256
H 1.665 1.597 2.450  0.392
H 2.163 0.035 1.527  0.127
H 0.680 2.598 0.628  0.598
H -0.473 0.709 1.892  0.565
H -0.425 -0.223 0.172  -0.403
H -2.041 2.449 1.025  0.354
H -1.407 2.350 -0.750  0.186
H -3.040 0.692 -1.369  0.335
H -2.683 -0.415 0.210  0.145
H -3.273 1.121 3.520  0.055
H -2.370 -0.223 2.456  -0.467
H -3.833 -0.705 3.553  0.213
H 0.487 0.731 -1.564  0.143
H 0.964 2.553 -1.529  -0.207
H 2.211 2.135 -3.274  0.261
H 3.169 2.998 -2.220  0.416
H 3.798 -0.584 -2.663  0.312
H 1.974 -0.324 -3.121  0.427
H 2.972 -2.540 -1.467  0.320
H 2.370 -1.411 -0.086  -0.452
H 0.719 -3.031 -2.290  0.430
H -0.042 -1.364 -1.845  0.275
H 0.518 -2.130 0.810  -0.103
H 0.954 -3.849 0.143  0.216
H -0.892 -2.761 2.347  0.329
C 1.495 5.454 -5.981  -1.248
C 0.293 5.990 -5.209  -0.375
C 0.237 5.483 -3.767  -0.071
C 0.133 3.966 -3.760  0.357
N 0.047 2.708 -3.753  -0.636
H 1.463 4.363 -6.073  0.351
H 1.509 5.864 -6.995  0.352
H 2.433 5.731 -5.487  0.321
H -0.624 5.705 -5.740  0.315
H 0.334 7.084 -5.203  0.298
H -0.633 5.905 -3.254  0.089
H 1.136 5.785 -3.218  0.289
C 3.447 -6.577 1.101  -0.990
C 3.391 -5.485 2.164  -0.835
C 4.083 -4.192 1.726  0.864
C 5.551 -4.466 1.443  0.105
N 6.769 -4.694 1.209  -0.600
H 4.477 -6.876 0.883  0.217
H 2.916 -7.471 1.446  0.420
H 2.980 -6.242 0.168  0.207
H 3.854 -5.861 3.084  0.402
H 2.342 -5.269 2.397  0.331
H 4.003 -3.438 2.515  0.473
H 3.611 -3.790 0.823  -0.501
C 5.874 -6.977 -1.853  -1.065
C 4.763 -7.348 -2.829  -0.360
C 4.856 -6.588 -4.154  -0.430
C 4.745 -5.094 -3.897  0.346
N 4.653 -3.854 -3.685  -0.543
H 5.827 -5.921 -1.569  0.268
H 5.784 -7.564 -0.933  0.263
H 6.861 -7.173 -2.288  0.384
H 3.794 -7.151 -2.355  0.209
H 4.810 -8.424 -3.030  0.343
H 4.047 -6.899 -4.823  0.303
H 5.809 -6.798 -4.652  0.300
C -6.453 0.162 5.628  -0.917
C -6.509 1.255 6.691  -0.504
C -5.817 2.547 6.253  -0.364
C -4.349 2.273 5.970  0.357
N -3.131 2.046 5.736  -0.582
H -5.423 -0.137 5.410  0.183
H -6.984 -0.731 5.973  0.372
H -6.920 0.498 4.695  0.272
H -6.046 0.878 7.611  0.307
H -7.558 1.471 6.923  0.322
H -5.897 3.302 7.042  0.317
H -6.289 2.949 5.350  0.287
C -6.097 -3.608 1.138  -0.872
C -7.166 -3.144 0.154  -0.421
C -8.556 -3.053 0.785  -0.326
C -8.980 -4.421 1.292  0.214
N -9.332 -5.557 1.713  -0.475
H -6.299 -4.619 1.507  0.476
H -5.116 -3.631 0.652  0.140
H -6.036 -2.932 1.998  0.154
H -7.188 -3.835 -0.698  0.347
H -6.885 -2.160 -0.238  0.251
H -9.283 -2.703 0.044  0.324
H -8.554 -2.343 1.619  0.203
C -3.945 7.556 -1.660  -1.123
C -3.911 8.939 -2.303  -0.421
C -2.816 9.076 -3.362  -0.310
C -1.455 8.846 -2.726  0.245
N -0.326 8.655 -2.198  -0.526
H -3.015 7.336 -1.125  0.330
H -4.760 7.496 -0.931  0.334
H -4.102 6.777 -2.414  0.295
H -3.766 9.692 -1.518  0.294
H -4.884 9.139 -2.765  0.318
H -2.842 10.079 -3.802  0.320
H -2.966 8.348 -4.167  0.284

Computed properties:
Charge: +1
Electronic energy (a.u.): -2459.99588
Highest occupied orbital energy (eV): -11.9331


Computed, not measured: C43H48BrCsN8O7S3 as an isolated structure, with ωB97M-V with the def2-TZVPD basis set.

Each line ends with the Mulliken charge.
Geometry (Å):
Cs 0.026 -0.225 0.038  1.230
N -2.827 -3.815 2.193  -0.395
C -2.025 -2.702 2.410  -0.016
S -2.739 -1.173 2.248  -0.434
N -0.793 -3.051 2.763  -0.797
N 0.145 -2.096 2.702  0.422
C 1.254 -2.312 3.323  -0.325
C 1.544 -3.506 4.168  -0.115
C 2.065 -3.339 5.450  0.048
C 2.352 -4.432 6.255  -0.748
C 2.131 -5.718 5.785  -0.336
C 1.624 -5.899 4.504  -0.740
C 1.329 -4.805 3.705  -0.140
C 2.345 -1.321 3.142  0.581
C 3.676 -1.761 3.126  -0.545
C 4.692 -0.852 2.904  -0.493
C 4.367 0.482 2.711  -0.506
C 3.024 0.826 2.739  -0.260
N 2.037 -0.033 2.953  -0.385
H -3.811 -3.626 2.284  0.199
H -2.495 -4.657 2.641  0.219
H 2.244 -2.334 5.816  0.456
H 2.749 -4.281 7.252  0.367
H 2.352 -6.574 6.412  0.357
H 1.455 -6.900 4.126  0.377
H 0.921 -4.942 2.714  0.567
H 3.893 -2.812 3.270  0.498
H 5.724 -1.182 2.870  0.383
H 5.123 1.232 2.523  0.422
H 2.726 1.858 2.580  0.409
O -1.837 -1.739 -2.109  -0.764
S -0.549 -2.473 -2.317  0.471
C -0.895 -3.829 -3.513  -0.757
C -1.351 -5.036 -2.707  -0.728
C -0.414 -5.077 -1.501  -0.609
C -0.458 -3.672 -0.919  0.089
H 0.049 -4.015 -4.024  0.197
H -1.638 -3.434 -4.204  0.460
H -1.323 -5.959 -3.290  0.405
H -2.378 -4.877 -2.363  0.308
H 0.600 -5.301 -1.835  0.175
H -0.717 -5.825 -0.764  0.388
H 0.401 -3.424 -0.296  0.010
H -1.383 -3.493 -0.366  0.106
C -4.247 5.481 -0.838  -0.998
C -3.755 4.376 -1.767  -0.301
C -2.908 3.319 -1.054  -1.011
N -1.532 3.746 -0.883  1.005
C -1.014 4.137 0.264  -0.414
S -1.807 4.330 1.724  -0.372
N 0.373 4.413 0.219  0.362
C 1.097 5.170 -0.664  0.225
O 2.314 5.165 -0.630  -0.700
C 0.350 6.093 -1.575  0.293
C 0.891 6.364 -2.824  -0.500
C 0.256 7.251 -3.678  -0.610
C -0.908 7.890 -3.275  -0.417
C -1.437 7.640 -2.015  -0.657
C -0.813 6.739 -1.167  -0.063
H -4.886 6.188 -1.374  0.335
H -3.408 6.031 -0.410  0.095
H -4.816 5.063 -0.005  0.342
H -3.149 4.808 -2.567  0.216
H -4.606 3.878 -2.239  0.408
H -2.878 2.409 -1.655  0.298
H -3.327 3.080 -0.075  0.568
H -0.856 3.398 -1.615  -0.254
H 0.918 3.974 0.946  0.188
H 1.800 5.860 -3.122  0.453
H 0.662 7.427 -4.665  0.379
H -1.408 8.580 -3.945  0.367
H -2.345 8.139 -1.698  0.391
H -1.228 6.541 -0.184  0.601
Br 2.050 3.735 -6.488  -0.193
C 2.879 3.098 -4.893  0.290
C 4.252 2.906 -4.985  -0.505
C 4.963 2.456 -3.886  -0.574
C 4.293 2.189 -2.702  -0.653
C 2.923 2.368 -2.632  -0.069
C 2.180 2.832 -3.719  0.197
C 0.672 3.061 -3.500  0.302
O 0.040 3.689 -4.352  -0.737
O 0.219 2.568 -2.423  -0.730
H 4.754 3.115 -5.921  0.375
H 6.035 2.312 -3.959  0.358
H 4.836 1.843 -1.832  0.353
H 2.391 2.161 -1.716  0.563
C 4.200 -1.183 -4.427  -0.994
C 4.604 -2.551 -3.882  -1.562
C 4.319 -2.710 -2.381  2.997
C 4.783 -4.099 -1.902  -1.544
C 4.574 -4.323 -0.406  -1.094
C 5.124 -1.679 -1.620  -0.411
O 6.342 -1.616 -1.687  -0.769
N 4.405 -0.840 -0.838  1.133
C 2.992 -0.774 -0.756  -0.542
O 2.546 0.149 -0.079  -1.009
N 2.237 -1.683 -1.373  0.411
C 2.794 -2.627 -2.153  -1.166
O 2.121 -3.495 -2.712  -0.592
H 4.430 -1.106 -5.491  0.576
H 4.728 -0.376 -3.915  0.089
H 3.129 -1.010 -4.301  0.207
H 5.671 -2.725 -4.043  0.437
H 4.047 -3.335 -4.398  0.414
H 5.840 -4.208 -2.156  0.453
H 4.211 -4.834 -2.469  0.470
H 5.152 -3.610 0.186  0.271
H 4.887 -5.328 -0.119  0.533
H 3.521 -4.208 -0.137  0.119
H 4.901 -0.138 -0.309  0.316

Computed properties:
Charge: -2
Electronic energy (a.u.): -6421.08472
Highest occupied orbital energy (eV): -2.6454


Computed, not measured: a 2-piece molecular cluster, C4H5NO overall, with ωB97M-V with the def2-TZVPD basis set.

Each line ends with the natural charge from an NBO analysis.
Geometry (Å):
C -1.583 -0.064 0.044  -0.605
C -0.636 0.926 0.681  -0.538
C 0.601 1.167 0.319  0.720
O 1.716 1.402 0.033  -0.498
H -1.630 -0.989 0.627  0.219
H -1.290 -0.331 -0.974  0.231
H -2.590 0.361 0.008  0.215
H -0.956 1.500 1.544  0.259
C 2.152 -1.320 -0.758  0.085
N 1.152 -1.849 -0.986  -0.332
H 3.063 -0.803 -0.538  0.244

Computed properties:
Charge: 0
Electronic energy (a.u.): -285.35008
Highest occupied orbital energy (eV): -8.8814


What maximum force values result from the calculations? In sequence: 3.17, 1.07, 10.05, 2.13, 1.16 eV/Å.
What energy relative to the best compared isomer or geometry (same formula, charge and spin) values result from the calculations? In sequence: 0.794, 0.000, 12.969, 0.222, 1.755 eV.
What gap between HOMO and LUMO values result from the calculations? In sequence: 6.697, 7.919, 9.189, 6.189, 9.700 eV.